No. 1
140
Properties=species:S:1:pos:R:3 method="wB97M-V/def2-TZVPD" total_charge=-1 orbital_gap_ha=0.27102 spin_multiplicity=1
C 3.641 -0.986 1.420
O 3.390 0.070 0.426
C 4.222 -0.186 -0.760
C 3.697 0.561 -2.127
C 2.074 0.769 -2.221
C 1.218 -0.667 -2.187
C 2.055 -1.940 -2.791
C 1.140 -3.129 -3.449
C -0.433 -3.137 -2.988
C -0.689 -3.376 -1.387
S -2.529 -2.958 -1.090
O -3.065 -3.605 0.225
O -3.276 -3.560 -2.343
N -2.685 -1.220 -1.153
S -4.353 -0.710 -1.258
O -5.076 -1.121 -2.572
O -5.214 -1.275 -0.072
O -4.522 1.012 -1.155
H 3.809 -0.544 2.491
H 2.718 -1.727 1.383
H 4.608 -1.631 1.148
H 4.358 -1.337 -1.017
H 5.310 0.243 -0.528
H 4.176 1.653 -2.112
H 4.133 0.060 -3.119
H 1.733 1.310 -3.218
H 1.702 1.484 -1.341
H 0.205 -0.433 -2.731
H 1.048 -0.877 -1.024
H 2.679 -2.422 -1.898
H 2.861 -1.644 -3.615
H 1.677 -4.158 -3.249
H 1.148 -2.954 -4.629
H -1.018 -2.167 -3.351
H -0.940 -4.052 -3.563
H 0.006 -2.760 -0.675
H -0.568 -4.505 -1.100
H -5.524 1.201 -1.184
C -10.182 -2.722 1.784
C -8.733 -2.354 1.468
C -8.337 -0.937 1.944
O -8.838 0.123 1.123
C -10.192 0.470 1.376
N -8.502 -2.522 0.026
H -10.895 -2.253 1.104
H -10.325 -3.806 1.694
H -10.444 -2.438 2.808
H -8.095 -3.068 2.002
H -7.244 -0.857 1.890
H -8.607 -0.774 2.994
H -10.453 0.371 2.434
H -10.854 -0.139 0.759
H -10.336 1.513 1.080
H -7.511 -2.377 -0.166
H -8.957 -1.735 -0.449
C -3.214 -0.345 5.210
C -3.569 -1.166 3.972
C -5.036 -1.654 3.953
O -5.301 -2.759 4.822
C -5.490 -2.402 6.183
N -2.626 -2.288 3.856
H -3.059 -0.964 6.097
H -2.281 0.207 5.044
H -3.996 0.387 5.434
H -3.431 -0.512 3.102
H -5.256 -2.017 2.941
H -5.737 -0.833 4.145
H -5.990 -1.435 6.291
H -4.531 -2.399 6.703
H -6.114 -3.169 6.652
H -2.799 -2.771 2.974
H -2.888 -2.980 4.566
C 1.822 6.883 0.145
C 1.411 5.991 -1.025
C 1.307 4.494 -0.654
O 2.567 3.828 -0.525
C 3.217 4.040 0.719
N 2.344 6.206 -2.140
H 2.890 6.824 0.365
H 1.605 7.933 -0.085
H 1.268 6.622 1.052
H 0.414 6.319 -1.345
H 0.787 3.980 -1.472
H 0.695 4.342 0.243
H 2.507 4.122 1.548
H 3.846 4.930 0.664
H 3.874 3.187 0.909
H 2.007 5.690 -2.953
H 3.220 5.731 -1.900
C -11.729 3.554 -3.291
C -10.894 2.866 -2.213
C -9.811 3.779 -1.592
O -8.664 3.981 -2.422
C -8.838 4.961 -3.435
N -10.308 1.640 -2.774
H -11.201 3.640 -4.243
H -12.643 2.980 -3.486
H -12.031 4.557 -2.972
H -11.581 2.579 -1.407
H -9.434 3.286 -0.687
H -10.230 4.739 -1.269
H -9.481 5.785 -3.107
H -9.240 4.497 -4.337
H -7.855 5.369 -3.687
H -9.839 1.129 -2.025
H -9.539 1.924 -3.390
C 9.804 -2.076 -2.990
C 8.547 -2.424 -2.195
C 7.299 -1.621 -2.630
O 7.277 -0.267 -2.167
C 8.062 0.629 -2.941
N 8.826 -2.252 -0.762
H 10.255 -1.132 -2.676
H 10.567 -2.852 -2.851
H 9.587 -2.015 -4.062
H 8.334 -3.484 -2.378
H 6.419 -2.098 -2.181
H 7.151 -1.662 -3.716
H 8.058 0.370 -4.004
H 9.083 0.657 -2.556
H 7.642 1.633 -2.827
H 8.021 -2.585 -0.231
H 8.840 -1.245 -0.574
C 11.991 -3.022 3.709
C 12.693 -2.291 2.566
C 12.509 -0.756 2.607
O 11.223 -0.304 2.172
C 10.203 -0.404 3.155
N 12.237 -2.854 1.287
H 10.913 -3.109 3.555
H 12.380 -4.043 3.801
H 12.162 -2.515 4.664
H 13.767 -2.494 2.666
H 13.227 -0.312 1.907
H 12.748 -0.347 3.596
H 10.582 -0.216 4.164
H 9.727 -1.384 3.099
H 9.438 0.345 2.928
H 12.784 -2.438 0.533
H 11.289 -2.501 1.121

No. 2
31
Properties=species:S:1:pos:R:3 method="wB97M-V/def2-TZVPD" total_charge=+3 orbital_gap_ha="0.18529 / 0.18600" spin_multiplicity=3
O 0.514 -1.969 -6.794
C 0.535 -1.278 -5.876
W -0.070 1.736 -2.701
O 2.359 0.075 -3.883
C 1.426 0.655 -3.475
C 0.887 2.407 -1.057
O 1.461 2.829 -0.113
C -1.806 1.365 -1.781
O -2.828 1.283 -1.203
C -0.606 3.105 -4.051
O -0.941 3.903 -4.844
H -0.907 0.304 -3.229
O 0.682 -1.435 -0.651
C 0.361 -0.761 0.333
C -1.069 -0.670 0.882
C -1.267 -1.709 1.988
C -0.746 -1.227 3.348
C 0.752 -0.931 3.338
C 1.163 0.282 2.479
N 1.222 0.025 1.049
H -1.183 0.382 1.226
H -1.769 -0.864 0.056
H -2.339 -1.927 2.073
H -0.740 -2.643 1.717
H -1.303 -0.333 3.673
H -0.937 -2.015 4.088
H 1.056 -0.686 4.363
H 1.328 -1.818 3.024
H 0.481 1.129 2.676
H 2.185 0.563 2.769
H 2.098 0.222 0.576

No. 3
21
Properties=species:S:1:pos:R:3 method="wB97M-V/def2-TZVPD" e_above_lowest_kj_mol=290.5 orbital_gap_ha="0.27036 / 0.27117" spin_multiplicity=1
B -2.459 0.678 0.211
C 3.285 -0.259 0.141
C 2.329 -1.179 0.164
C 3.021 1.174 -0.223
C 1.591 1.446 -0.720
C 0.765 0.289 -0.935
C -0.735 -1.016 -2.173
C 0.931 -0.988 -0.216
N -0.195 0.266 -1.870
O -0.495 1.158 -2.683
O 3.824 2.058 -0.028
O 1.169 2.565 -0.833
O -3.165 1.763 -0.194
O -1.374 0.931 0.936
S -0.110 -2.239 -1.263
H 4.212 -0.593 0.428
H 2.737 -2.165 0.612
H -2.656 -0.348 -0.096
H 0.438 -0.847 0.788
H -3.986 1.709 -0.807
H -1.032 1.812 1.151

No. 4
55
Properties=species:S:1:pos:R:3 method="wB97M-V/def2-TZVPD" e_above_lowest_kj_mol=160.3 orbital_gap_ha=0.31090 spin_multiplicity=1
C -5.760 -2.919 -1.610
C -5.579 -1.571 -0.980
C -6.395 -1.143 0.058
C -6.216 0.110 0.619
C -5.223 0.954 0.159
C -4.393 0.532 -0.875
N -3.385 1.381 -1.344
S -2.357 2.148 -0.265
O -3.090 3.084 0.527
O -1.259 2.615 -1.058
C -1.798 0.791 0.760
C -2.449 0.469 1.934
C -2.030 -0.642 2.648
C -0.966 -1.403 2.192
C -0.296 -1.053 1.024
C 0.812 -1.918 0.495
O 0.585 -3.050 0.109
N 2.043 -1.367 0.470
C 2.401 -0.044 0.925
C 2.957 0.771 -0.258
N 4.075 0.077 -0.851
C 5.375 0.293 -0.468
C 5.821 1.511 0.072
C 7.161 1.658 0.358
C 8.039 0.610 0.108
C 7.509 -0.546 -0.433
N 6.227 -0.708 -0.708
C 3.697 -1.244 -1.309
C 3.147 -2.077 -0.147
C -0.736 0.045 0.293
C -4.575 -0.726 -1.436
H -6.090 -2.811 -2.642
H -6.501 -3.503 -1.071
H -4.819 -3.466 -1.617
H -7.176 -1.791 0.426
H -6.861 0.436 1.421
H -5.080 1.937 0.577
H -2.871 1.030 -2.137
H -3.264 1.088 2.271
H -2.534 -0.917 3.562
H -0.642 -2.274 2.741
H 1.540 0.457 1.366
H 3.187 -0.139 1.686
H 3.242 1.763 0.082
H 2.178 0.883 -1.020
H 5.145 2.332 0.250
H 7.523 2.588 0.772
H 9.092 0.695 0.322
H 8.133 -1.401 -0.657
H 4.578 -1.725 -1.731
H 2.927 -1.131 -2.079
H 2.773 -3.042 -0.493
H 3.939 -2.235 0.592
H -0.262 0.340 -0.630
H -3.930 -1.048 -2.241

No. 5
4
Properties=species:S:1:pos:R:3 method="wB97M-V/def2-TZVPD" e_above_lowest_kj_mol=282.3 orbital_gap_ha="0.32054 / 0.18930" spin_multiplicity=1
P -0.297 -1.801 0.378
Br 0.295 3.297 -2.192
Br 0.013 0.361 0.170
H -0.010 -1.857 1.644

No. 6
108
Properties=species:S:1:pos:R:3 method="wB97M-V/def2-TZVPD" total_charge=+1 orbital_gap_ha=0.24978 spin_multiplicity=1
C -3.941 4.069 -0.159
O -4.374 3.958 -1.500
C -3.970 2.743 -2.085
C -4.510 2.646 -3.506
C -3.500 1.907 -4.405
C -2.434 2.833 -5.000
C -1.021 2.270 -5.038
C -0.329 2.180 -3.671
C -0.377 0.803 -3.063
O 0.485 0.653 -1.895
C -0.084 1.060 -0.763
O -0.473 2.160 -0.557
C -0.263 -0.001 0.291
C -1.522 -0.130 0.894
O -2.530 0.725 0.536
C -1.752 -1.096 1.866
C -3.143 -1.245 2.422
C -3.326 -1.006 3.899
O -3.536 -1.869 4.668
Cl -3.284 0.656 4.440
N -0.736 -1.923 2.237
C -0.957 -2.919 3.292
C -0.328 -2.488 4.643
C 0.022 -3.714 5.490
O 0.793 -1.650 4.447
C 0.562 -0.284 4.778
C 1.773 0.539 4.476
C 2.486 0.417 3.284
C 3.587 1.227 3.037
C 3.997 2.185 3.963
C 3.292 2.311 5.155
C 2.194 1.491 5.405
C 0.489 -1.860 1.666
C 1.548 -2.849 2.029
C 1.606 -4.019 0.997
C 0.356 -4.164 0.140
C 0.376 -5.427 -0.730
O -0.842 -6.167 -0.589
C -1.838 -5.681 -1.368
O -2.470 -4.721 -1.065
C 0.736 -0.883 0.688
Br 2.448 -0.752 -0.079
H -4.494 3.365 0.470
H -2.878 3.844 -0.067
H -4.136 5.084 0.158
H -4.394 1.912 -1.502
H -2.877 2.696 -2.076
H -5.428 2.065 -3.486
H -4.708 3.638 -3.895
H -4.032 1.356 -5.174
H -3.012 1.159 -3.779
H -2.406 3.796 -4.492
H -2.729 3.057 -6.023
H -0.432 2.901 -5.687
H -1.026 1.281 -5.506
H 0.714 2.463 -3.776
H -0.777 2.891 -2.980
H -0.014 0.074 -3.779
H -1.389 0.505 -2.793
H -2.996 0.376 -0.237
H -3.792 -0.554 1.903
H -3.510 -2.244 2.203
H -0.538 -3.871 2.999
H -2.012 -3.099 3.437
H -1.089 -1.946 5.195
H 1.067 -3.683 5.771
H -0.582 -3.716 6.389
H -0.221 -4.638 4.973
H 0.305 -0.163 5.827
H -0.262 0.088 4.164
H 2.193 -0.311 2.540
H 4.135 1.137 2.110
H 4.845 2.818 3.770
H 3.603 3.054 5.871
H 1.662 1.605 6.338
H 2.506 -2.350 2.034
H 1.404 -3.241 3.022
H 1.719 -4.939 1.566
H 2.476 -3.933 0.354
H 0.236 -3.317 -0.531
H -0.530 -4.243 0.760
H 1.196 -6.081 -0.451
H 0.519 -5.157 -1.775
H -2.028 -6.204 -2.307
C 0.503 4.314 -9.677
C -0.674 4.236 -8.735
O -0.529 4.218 -7.521
N -1.913 4.190 -9.285
C -2.276 4.203 -10.691
H 1.414 4.346 -9.088
H 0.535 3.440 -10.328
H 0.449 5.215 -10.289
H -2.654 4.144 -8.604
H -2.909 5.065 -10.904
H -2.830 3.297 -10.942
H -1.392 4.256 -11.317
C 7.372 -2.133 5.471
C 6.592 -0.902 5.869
O 7.139 0.115 6.256
N 5.234 -0.964 5.779
C 4.405 -2.067 5.338
H 8.429 -1.925 5.597
H 7.104 -2.982 6.102
H 7.186 -2.388 4.427
H 4.774 -0.111 6.058
H 3.818 -1.747 4.474
H 3.720 -2.357 6.138
H 5.002 -2.929 5.058

No. 7
92
Properties=species:S:1:pos:R:3 method="wB97M-V/def2-TZVPD" total_charge=+1 e_above_lowest_kj_mol=0.0 orbital_gap_ha=0.30213 spin_multiplicity=1
N -0.814 -1.104 0.955
C -0.736 -0.156 -0.026
N -0.117 -0.521 -1.223
P 1.516 0.049 -1.405
S 2.689 -1.196 -2.268
N -1.220 1.041 0.137
C -1.904 1.521 1.343
B -3.398 0.924 1.494
O -3.647 0.063 2.539
O -4.397 1.325 0.644
H -1.507 -1.828 0.767
H -0.905 -0.728 1.890
H -0.696 -0.294 -2.028
H 1.860 0.299 -0.076
H 1.362 1.254 -2.095
H -1.125 1.688 -0.631
H -1.310 1.382 2.240
H -2.008 2.593 1.208
H -3.670 -0.857 2.263
H -4.361 0.859 -0.197
Cl 4.277 2.983 -2.510
C 3.291 3.796 -3.751
C 2.276 4.739 -3.159
Cl 0.972 3.881 -2.275
H 2.816 3.027 -4.355
H 3.977 4.359 -4.382
H 1.791 5.304 -3.951
H 2.736 5.432 -2.462
Cl -3.484 -3.113 4.226
C -4.451 -3.969 2.999
C -3.589 -4.810 2.102
Cl -2.502 -3.801 1.078
H -5.014 -3.224 2.441
H -5.159 -4.613 3.520
H -4.204 -5.400 1.427
H -2.944 -5.471 2.671
Cl 2.284 -6.308 4.770
C 1.372 -5.636 3.399
C 0.281 -4.700 3.850
Cl -1.033 -5.552 4.703
H 0.968 -6.467 2.827
H 2.081 -5.093 2.776
H -0.165 -4.214 2.982
H 0.667 -3.937 4.520
Cl 7.918 1.244 -4.102
C 8.755 0.814 -2.587
C 7.850 0.034 -1.671
Cl 6.506 1.048 -1.085
H 9.088 1.737 -2.122
H 9.627 0.217 -2.848
H 8.406 -0.316 -0.804
H 7.416 -0.824 -2.178
Cl -8.492 -4.164 6.485
C -9.265 -4.831 5.027
C -8.693 -6.170 4.645
Cl -7.000 -6.035 4.081
H -9.145 -4.107 4.226
H -10.326 -4.942 5.244
H -9.268 -6.598 3.826
H -8.703 -6.862 5.481
Cl -2.227 1.157 -3.354
C -3.215 -0.054 -4.233
C -4.475 -0.388 -3.489
Cl -4.104 -1.277 -1.977
H -2.600 -0.938 -4.375
H -3.444 0.375 -5.205
H -5.102 -1.038 -4.095
H -5.041 0.502 -3.227
Cl 3.718 1.661 0.881
C 4.845 2.188 2.161
C 4.554 1.511 3.473
Cl 2.998 2.039 4.170
H 4.767 3.269 2.239
H 5.847 1.930 1.823
H 5.331 1.762 4.192
H 4.516 0.432 3.359
Cl 7.794 3.533 -10.229
C 8.635 3.099 -8.718
C 7.762 2.293 -7.794
Cl 6.416 3.260 -7.131
H 8.966 4.019 -8.246
H 9.508 2.511 -8.996
H 8.350 1.943 -6.948
H 7.333 1.435 -8.303
Cl -4.147 6.233 4.574
C -5.286 5.486 3.429
C -4.582 4.610 2.428
Cl -3.575 5.548 1.291
H -5.838 6.281 2.936
H -5.981 4.884 4.011
H -5.316 4.073 1.830
H -3.938 3.887 2.923